No. 1
C2H11N3O2 | the ωB97M-V functional and the def2-TZVPD basis

The geometry in ORCA input format:
```
! wB97M-V def2-TZVPD RIJCOSX def2/J DEFGRID3
* xyz 0 1
C -0.4629 1.1112 -0.0030
N 0.0468 0.5288 -1.2012
C 1.0241 -0.4249 -1.2579
N 1.4798 -0.7327 -2.5399
N 1.5579 -0.8648 -0.1705
H -0.5969 2.1961 -0.1097
H 0.1106 0.9385 0.8778
H -1.4893 0.8049 0.2444
H -0.6547 0.4916 -1.9247
H 0.8888 -0.3955 -3.2716
H 2.4785 -0.7998 -2.5864
H 2.2938 -1.5056 -0.4426
H -3.1431 1.3770 2.5816
H -3.2401 2.3044 1.3914
O -3.6743 1.5471 1.7967
H 1.1922 -0.6921 1.8862
H 0.5279 -1.9676 1.8826
O 0.6622 -1.2359 2.5006
*
```

For the energy above the lowest of the compared OMol25 structures with the same formula, charge and spin, the calculation gives 18.5 kcal per mole. Its SMILES is [H]/N=C(\N)NC.O.O. Its LUMO energy is 0.6 eV. The HOMO-LUMO gap comes out at 9.8 eV. The calculation puts the highest occupied orbital energy at -9.19 eV.


No. 2
C2H11NO2S | the ωB97M-V functional and the def2-TZVPD basis

The geometry in ORCA input format:
```
! wB97M-V def2-TZVPD RIJCOSX def2/J DEFGRID3
* xyz -1 2
C -1.6225 -1.1622 -0.7978
C -0.4094 -0.2612 -0.8167
S 0.4358 -0.2943 -2.4991
N -1.9279 -1.7462 0.5348
H -2.4862 -0.5489 -1.0734
H -1.5765 -1.9576 -1.5394
H -0.6392 0.7513 -0.4899
H 0.3649 -0.6442 -0.1568
H 1.0748 0.8792 -2.4644
H -2.2224 -2.7122 0.4398
H -2.7783 -1.3030 0.8680
H 2.6550 -0.5083 1.4807
H 2.8254 -1.8396 0.7155
O 2.6725 -1.4486 1.5898
H 0.5437 4.5082 1.7862
H 1.6988 4.2324 0.7663
O 1.3919 4.0550 1.6564
*
```

For the energy above the lowest of the compared OMol25 structures with the same formula, charge and spin, the calculation gives 0.0 kcal per mole. The expectation value of S² is 0.751. Its LUMO energy (alpha / beta) is 3.3 / 3.3 eV. The HOMO-LUMO gap (alpha / beta) comes out at 2.5 / 8.9 eV. The calculation puts the highest occupied orbital energy (alpha / beta) at 0.88 / -5.56 eV.